Formula: C3H14N2O
Source: the Open Molecules 2025 dataset
Level of theory: ωB97M-V/def2-TZVPD

Bonds (Å) are listed after each position.
Atoms and positions in Å:
1 C 0.007 -0.715 -0.515  C2 1.648, N5 1.517, H6 1.083, H7 1.090
2 C 0.738 0.601 -1.186  C1 1.648, C3 1.447, H8 1.083, H9 1.086
3 C 0.409 1.488 -0.092  C2 1.447, H10 1.082, H11 1.077
4 N 1.902 3.019 -0.339  H12 1.010, H13 1.018, H14 1.021
5 N -1.058 -0.738 0.565  C1 1.517, H15 1.074, H16 1.022, H17 1.024
6 H 0.800 -1.283 -0.046  C1 1.083
7 H -0.383 -1.325 -1.329  C1 1.090
8 H 0.105 0.912 -2.008  C2 1.083
9 H 1.557 0.079 -1.673  C2 1.086
10 H -0.607 1.861 -0.132  C3 1.082
11 H 0.984 1.359 0.810  C3 1.077
12 H 2.453 2.419 -0.936  N4 1.010
13 H 1.241 3.710 -0.688  N4 1.018
14 H 2.569 3.581 0.194  N4 1.021
15 H -1.296 -1.777 0.698  N5 1.074
16 H -1.886 -0.161 0.408  N5 1.022
17 H -0.694 -0.437 1.474  N5 1.024
18 H -2.440 -3.513 1.811  O20 0.965
19 H -1.071 -3.903 1.145  O20 0.966
20 O -1.751 -3.220 1.201  H18 0.965, H19 0.966

Its total energy is -8346.2762 eV. Its energy above the lowest of the compared OMol25 structures with the same formula, charge and spin is 78.00 kcal per mole. For the strongest force on any atom, the calculation gives 0.082 hartree/bohr. Its LUMO energy is -9.3 eV. The total charge is +2.

These are the Mulliken partial charges, in e, on atoms 1 to 6:
1 C -0.71
2 C -0.36
3 C -0.56
4 N -0.65
5 N -0.28
6 H 0.45